Here is 6 unconnected molecules or ions with the total composition H12O6 from the Open Molecules 2025 dataset. Energies are from ωB97M-V/def2-TZVPD.

Properties
Relative energy (zero: lowest compared OMol25 entry of this formula, charge and spin) in kcal per mole: 29.2
Structure (SMILES): O.O.O.O.O.O
Largest force on an atom in eV/Å: 2.5

Structure (ORCA input):
```
! wB97M-V def2-TZVPD RIJCOSX def2/J DEFGRID3
* xyz 0 1
O -1.80248 1.93350 -0.12533
H -1.39325 2.42282 0.56310
H -2.21050 2.63898 -0.60005
O 1.78429 1.85032 0.80901
H 2.70761 1.65394 1.01537
H 1.37584 1.21723 1.37375
O -2.90344 -0.62500 0.55672
H -2.32639 -1.13527 0.00212
H -2.47689 0.21178 0.66745
O 0.24744 0.35899 -1.10183
H -0.19676 1.18295 -0.77175
H 1.14101 0.38251 -0.77922
O -0.99907 -2.28004 -1.28962
H -0.33877 -2.91896 -1.30079
H -0.55136 -1.45356 -1.41534
O 2.67608 -1.54592 0.53509
H 1.87891 -1.79908 0.99759
H 3.38772 -2.09520 0.86372
*
```

***

Here is 6 unconnected molecules or ions with the total composition H12O6 from the Open Molecules 2025 dataset. Energies are from ωB97M-V/def2-TZVPD.

Properties
Relative energy (zero: lowest compared OMol25 entry of this formula, charge and spin) in kcal per mole: 37.7
Largest force on an atom in eV/Å: 2.0
Expectation value of S²: 0.756

Structure (ORCA input):
```
! wB97M-V def2-TZVPD RIJCOSX def2/J DEFGRID3
* xyz 1 2
O -0.01771 0.46726 0.68699
H 0.71072 1.05747 0.88010
H 0.38690 -0.39704 0.61277
O 0.40984 -0.97066 3.13851
H 0.13426 -0.53161 2.33383
H 1.25905 -0.58072 3.34592
O 0.61502 -1.00435 -2.35623
H 0.73294 -0.09876 -2.06948
H -0.30842 -1.05993 -2.60202
O 1.65207 -1.84738 -0.10806
H 1.67187 -1.71556 -1.05593
H 1.72249 -2.79539 0.00394
O -2.70016 0.94085 0.51383
H -1.79370 0.65022 0.61433
H -2.83667 1.55498 1.23525
O -0.56820 1.79380 -1.95253
H -0.95734 2.65475 -2.10608
H -0.11297 1.88207 -1.11515
*
```

***

Here is a molecular structure, H12O6Tl from the Open Molecules 2025 dataset. Energies are from ωB97M-V/def2-TZVPD.

Properties
Relative energy (zero: lowest compared OMol25 entry of this formula, charge and spin) in kcal per mole: 254.0
Largest force on an atom in eV/Å: 12.3

Structure (ORCA input):
```
! wB97M-V def2-TZVPD RIJCOSX def2/J DEFGRID3
* xyz 3 1
Tl 0.17549 -0.31902 -0.70163
O 1.34011 -0.01279 0.94570
H 1.67684 0.77065 1.38051
H 1.39325 -0.69839 1.61155
O -1.09721 0.66094 0.54600
H -2.04452 0.75780 0.64327
H -0.72693 1.25548 1.19841
O 0.57382 1.51123 0.12106
H 0.94778 2.10978 -0.52556
H 0.68361 1.96285 0.95785
O -0.63591 -1.21003 0.88053
H -0.15756 -1.67078 1.56982
H -1.29873 -0.70118 1.34740
O -0.63011 -2.14308 -0.71377
H -1.44552 -2.31736 -1.18384
H -0.61664 -2.79015 -0.00854
O 0.52530 0.65558 -2.44493
H 1.39831 0.89686 -2.75456
H -0.06137 1.28163 -2.86932
*
```

***

Here is a molecular structure, H12O6Zn from the Open Molecules 2025 dataset. Energies are from ωB97M-V/def2-TZVPD.

Properties
Relative energy (zero: lowest compared OMol25 entry of this formula, charge and spin) in kcal per mole: 8.2
Largest force on an atom in eV/Å: 0.9

Structure (ORCA input):
```
! wB97M-V def2-TZVPD RIJCOSX def2/J DEFGRID3
* xyz 2 1
Zn 0.09075 -0.01439 0.20439
O 0.68648 1.66218 -0.93973
H 0.11246 2.42753 -0.97086
H 1.37034 1.84878 -1.58297
O 0.18364 -0.96968 -1.66110
H -0.59091 -1.32004 -2.10104
H 0.91508 -1.22529 -2.22315
O 2.00241 -0.51884 0.65725
H 2.32500 -1.42000 0.64848
H 2.79387 0.01946 0.65021
O -0.69984 -1.72677 0.96500
H -0.66268 -2.59645 0.56685
H -1.38079 -1.79797 1.63393
O -0.24364 1.10830 1.77582
H -0.27717 2.05615 1.64663
H -0.18554 0.99735 2.72479
O -1.80425 0.47807 -0.47692
H -2.64568 0.12780 -0.18442
H -1.98946 0.86380 -1.33315
*
```

***

Here is 6 unconnected molecules or ions with the total composition H12S6 from the Open Molecules 2025 dataset. Energies are from ωB97M-V/def2-TZVPD.

Properties
Relative energy (zero: lowest compared OMol25 entry of this formula, charge and spin) in kcal per mole: 1.2
Structure (SMILES): S.S.S.S.S.S
Largest force on an atom in eV/Å: 0.6

Structure (ORCA input):
```
! wB97M-V def2-TZVPD RIJCOSX def2/J DEFGRID3
* xyz 0 1
S 1.26288 -0.02113 2.66909
H 0.21194 -0.77735 2.36316
H 2.04420 -0.80716 1.91741
S -1.64945 -2.29615 2.33591
H -1.62103 -3.58514 2.69579
H -2.18622 -1.89707 3.49564
S -0.75016 2.46339 2.43809
H -1.78701 2.58688 1.59830
H -1.15505 3.45308 3.24181
S -1.01607 -2.08541 -2.63880
H -1.93179 -3.02582 -2.89421
H -1.94376 -1.12570 -2.54515
S -0.72720 2.61763 -2.55897
H -1.20246 2.25539 -3.75509
H 0.33525 3.27207 -3.03969
S 3.43913 -0.45657 -1.97552
H 4.25489 -0.96444 -1.03962
H 4.42190 0.39350 -2.30815
*
```

***

Here is 4 unconnected molecules or ions with the total composition H13N4 from the Open Molecules 2025 dataset. Energies are from ωB97M-V/def2-TZVPD.

Properties
Largest force on an atom in eV/Å: 5.2
Expectation value of S²: 0.751

Structure (ORCA input):
```
! wB97M-V def2-TZVPD RIJCOSX def2/J DEFGRID3
* xyz 0 2
N -0.98664 1.42941 1.03254
H -1.12658 1.57843 2.04252
H -1.31681 2.33206 0.63642
H -0.06756 1.17074 0.87882
H -1.73306 0.71463 0.77097
N -2.33317 -1.13729 0.15407
H -3.03727 -1.66770 0.65532
H -1.77957 -1.97009 -0.01936
H -2.94719 -0.97552 -0.67133
N 1.61070 -1.28604 -1.99099
H 1.17027 -2.08647 -1.55384
H 2.32225 -1.60666 -2.59074
H 1.13034 -1.09887 -2.86593
N 1.82202 1.01731 0.84477
H 2.48360 0.26850 1.07770
H 2.19437 1.90648 1.43680
H 1.91684 1.27079 -0.08005
*
```

***

| no. | calculated total energy (eV) |
| --- | --- |
| 1 | -12479.8454 |
| 2 | -12468.5721 |
| 3 | -17127.6269 |
| 4 | -60883.9478 |
| 5 | -65205.0418 |
| 6 | -6167.8574 |